Molecular formula: C20H20NO5P
Method: DFT, ωB97M-V/def2-TZVPD

```
47
Properties=species:S:1:pos:R:3:lowdin_charge:R:1
C 1.47874 2.77670 -4.42662 -0.129
H 1.73356 3.48283 -5.08415 0.058
O 0.38425 2.97544 -3.75915 -0.031
C -0.20676 2.15843 -2.96378 -0.372
C 0.33218 0.85889 -2.79850 0.068
C -0.28514 0.25037 -1.70278 -0.125
C -1.56513 0.72464 -1.04321 -0.405
C -1.85650 1.77075 -1.44330 -0.107
C -1.27661 2.61972 -2.39786 0.016
H -1.83470 3.52056 -2.59528 0.131
H -2.70252 2.25340 -0.80924 0.165
O -1.71106 -0.22544 -0.17295 -0.110
C -3.09932 -0.06255 0.45969 0.065
H -3.14284 -0.73523 1.38809 0.112
H -3.82011 0.10361 -0.14074 -0.004
H -2.97283 1.10562 1.19981 0.180
N 0.23325 -1.05366 -1.32301 0.011
P 0.61429 -1.45523 0.27616 0.536
O 2.09509 -2.29729 0.46296 -0.376
O -0.58411 -2.31540 0.73161 -0.068
C -0.48546 -3.30295 1.62446 -0.341
C -1.34979 -4.21458 1.69816 -0.047
C -1.33864 -5.24531 2.76860 -0.066
C -0.69552 -4.93016 3.91130 -0.130
C 0.44006 -4.04457 3.84136 -0.044
C 0.22433 -3.12652 2.90342 -0.025
H 0.68134 -2.23377 2.80021 0.061
H 0.89638 -3.78722 4.87230 0.141
H -0.76199 -5.67414 4.63687 0.073
H -2.10277 -6.18541 2.64728 0.153
H -1.81057 -4.58457 0.75914 0.133
O 0.57376 -0.27934 1.13707 -0.088
C 1.07929 0.98324 0.97670 -0.130
C 2.15089 1.06905 0.09874 -0.017
C 2.67460 2.36036 -0.18502 -0.020
C 2.18792 3.52904 0.42763 -0.100
C 0.99923 3.26375 0.93734 -0.168
C 0.25876 2.27687 1.52592 0.118
H -0.47499 2.05749 1.95938 -0.023
H 0.43501 4.43866 1.41020 0.185
H 2.26656 4.46526 0.10802 0.065
H 3.57363 2.68898 -0.59936 0.089
H 2.71712 0.28047 -0.16208 0.073
H 1.03338 -1.28868 -1.97575 0.141
H 1.40475 0.73076 -3.16126 0.135
H 1.38989 1.70908 -5.05680 0.162
H 2.21909 2.58809 -3.76159 0.056
```

Kohn-Sham gap	8.12	eV
LUMO energy	0.19	eV
total charge	0
energy	-1545.9116	Ha
E_HOMO	-7.93	eV
relative energy (zero: lowest compared OMol25 entry of this formula, charge and spin)	389.3	kcal/mol



Molecular formula: C20H21AlN5O3S
Method: DFT, ωB97M-V/def2-TZVPD

```
51
Properties=species:S:1:pos:R:3:lowdin_charge:R:1
Al -0.18239 -1.13611 -0.61965 0.097
C 2.83719 3.71340 3.89346 -0.058
C 2.80035 2.53592 2.95786 -0.277
C 1.58809 1.97566 2.57076 -0.028
C 1.53348 0.90336 1.69161 -0.031
C 2.72095 0.38844 1.19137 -0.258
C 3.94455 0.92848 1.56469 -0.053
C 3.97798 1.99502 2.44574 -0.045
S 2.74837 -0.93354 0.01357 0.672
O 1.41563 -1.59365 0.17671 -0.238
O 3.84546 -1.79270 0.32872 -0.274
N 2.93023 -0.28811 -1.39274 -0.078
C 1.97745 0.51395 -1.92867 -0.360
C 2.37062 1.44895 -2.91275 -0.010
C 1.44819 2.31099 -3.43843 -0.073
C 0.11953 2.26883 -2.99639 -0.068
C -0.20817 1.32373 -2.06305 -0.089
N 0.68075 0.44657 -1.55839 0.088
H 2.03523 3.65692 4.62958 0.075
H 2.71162 4.64808 3.34197 0.081
H 3.78791 3.76709 4.42420 0.072
H 0.65999 2.37364 2.96517 0.117
H 0.56230 0.49713 1.41832 0.076
H 4.85772 0.49812 1.17483 0.114
H 4.93323 2.40935 2.74735 0.108
H 3.41007 1.46120 -3.20600 0.109
H 1.75000 3.03473 -4.18616 0.103
H -0.62947 2.94780 -3.37612 0.098
H -1.21078 1.22150 -1.66466 0.095
C -3.73062 -2.21151 0.65925 -0.086
C -3.11405 -0.84357 0.30611 -0.722
C -3.76904 0.20454 1.22514 -0.101
C -3.51668 -0.51315 -1.13336 -0.091
C -1.60891 -0.84465 0.48242 -0.170
H -4.82714 -2.20166 0.59850 0.067
H -3.44243 -2.50041 1.67240 0.074
H -3.35095 -2.97811 -0.01983 0.060
H -4.86322 0.20597 1.13933 0.065
H -3.39441 1.20091 0.97917 0.065
H -3.50661 0.00233 2.26701 0.069
H -4.60288 -0.57328 -1.26397 0.076
H -3.05476 -1.20412 -1.84394 0.062
H -3.21188 0.50269 -1.40099 0.059
H -1.32978 -1.06458 1.52342 0.009
O -0.16469 -2.07555 -2.19402 -0.129
N -1.12240 -2.85955 -2.64175 0.045
C -1.25372 -3.99437 -2.04026 -0.307
C -0.40907 -4.45883 -0.97219 -0.171
N 0.24127 -4.85442 -0.11166 0.193
C -2.28177 -4.87461 -2.52726 -0.179
N -3.10236 -5.58880 -2.89646 0.146
```

Kohn-Sham gap	5.22	eV
LUMO energy	2.49	eV
total charge	-1
energy	-1914.8982	Ha
E_HOMO	-2.72	eV
relative energy (zero: lowest compared OMol25 entry of this formula, charge and spin)	0.1	kcal/mol



Molecular formula: C20H21BN6Re
Method: DFT, ωB97M-V/def2-TZVPD

```
49
Properties=species:S:1:pos:R:3:lowdin_charge:R:1
H 2.68057 -0.93096 1.38049 0.127
N 1.48629 -0.99035 -0.39655 -0.119
B 0.59843 -1.67833 -2.73315 -0.522
N 1.61372 -1.76603 -1.58734 0.001
C 2.81239 -2.33511 -1.62929 -0.005
Re -0.04367 0.27111 -0.37553 1.591
H 3.05947 -2.92876 -2.52018 0.159
C 3.48443 -2.03091 -0.44808 0.001
H 4.49052 -2.34650 -0.23451 0.119
C 2.62790 -1.25618 0.34812 -0.021
H 0.87536 -2.47354 -3.62249 0.149
C -1.77356 2.89274 0.56592 -0.001
H -1.53810 3.40229 1.53458 0.071
H -2.69829 2.30461 0.61767 0.042
H -1.79662 3.61291 -0.25963 0.039
N 0.62332 -0.21291 -3.15125 -0.005
N -0.76556 -1.97780 -2.09474 0.011
N 0.46611 0.84019 -2.22129 -0.156
N -1.20489 -1.23222 -0.96017 -0.140
C 0.86756 0.29161 -4.35578 -0.005
C -1.78918 -2.67421 -2.59071 -0.003
H 1.07362 -0.42124 -5.14549 0.150
H -1.60410 -3.29304 -3.47285 0.158
C 0.78072 1.68230 -4.28860 0.005
C -2.92087 -2.43389 -1.81489 0.007
C 0.50335 2.00628 -2.94650 -0.044
C -2.53828 -1.55901 -0.77375 -0.040
H 0.90496 2.33873 -5.12542 0.116
H -3.90118 -2.82255 -1.99740 0.116
H 0.32932 2.93637 -2.44050 0.119
H -3.04455 -1.16583 0.09072 0.113
H -0.90496 2.18821 0.33140 -0.055
C -1.97605 -0.71553 4.97753 -0.028
C -2.23871 -1.26655 3.70918 -0.024
C -1.46830 -0.86509 2.61515 -0.034
C -0.44784 0.09300 2.75327 -0.169
C 0.29883 0.58636 1.60836 -0.295
C 1.28091 1.58454 1.77781 -0.117
C 1.52458 2.11469 3.05903 -0.033
C 0.80935 1.67716 4.16348 0.040
C -0.17111 0.65681 4.05673 -0.145
C -0.97835 0.23531 5.14067 0.014
H -2.58214 -1.03343 5.82230 0.124
H -3.04548 -1.99160 3.56427 0.124
H -1.65823 -1.27913 1.61569 0.068
H 1.83794 1.93073 0.90955 0.107
H 2.29105 2.87832 3.15434 0.123
H 0.96884 2.12823 5.14137 0.138
H -0.82715 0.70450 6.10789 0.129
```

Kohn-Sham gap (spin up / spin down)	6.97 / 5.56	eV
LUMO energy (spin up / spin down)	-7.20 / -8.72	eV
total charge	+2
energy	-1205.7891	Ha
E_HOMO (spin up / spin down)	-14.17 / -14.28	eV
relative energy (zero: lowest compared OMol25 entry of this formula, charge and spin)	14.3	kcal/mol
multiplicity	4